Record 1
6
Properties=species:S:1:pos:R:3:forces:R:3:lowdin_charge:R:1 method="wB97M-V/def2-TZVPD" max_force_ev_per_a=3.11 homo_energy_ev="-9.57 / -9.26" energy_ev=-8681.531 total_charge=0 lumo_energy_ev="-2.089 / -2.281" homo_lumo_gap_ev="7.479 / 6.977"
C 1.144 0.253 -0.023 1.636 -2.583 0.550 -0.577
N -2.089 0.146 0.129 0.720 0.293 -0.050 0.237
O 1.632 1.325 -0.067 0.351 2.152 -0.264 0.052
O -2.507 -0.835 -0.128 0.563 0.156 0.063 0.213
O -0.048 -0.195 0.067 -2.200 -1.130 -0.105 -0.084
H 1.868 -0.695 0.022 -1.071 1.113 -0.193 0.159


Record 2
40
Properties=species:S:1:pos:R:3:forces:R:3:lowdin_charge:R:1 method="wB97M-V/def2-TZVPD" max_force_ev_per_a=3.19 homo_energy_ev=-8.40 energy_ev=-47915.167 smiles="O=c1[nH]c2ccc(-c3c(-c4ccccc4)nc4cnc(C(F)(F)F)cn34)cc2s1" total_charge=0 lumo_energy_ev=-0.271 homo_lumo_gap_ev=8.131
O -5.754 -2.029 2.383 0.056 -0.309 1.043 0.030
F -0.830 4.951 -3.027 0.067 0.010 -0.451 0.134
F -1.133 3.332 -4.433 0.541 0.485 -0.068 0.133
F 0.567 4.773 -4.725 -1.337 -1.080 0.992 0.114
N 2.095 3.423 -2.825 -0.795 -0.306 -0.366 0.126
N 2.799 0.970 -0.211 -1.445 -0.177 -1.140 0.193
S -3.283 -1.086 2.924 0.087 -0.107 -0.358 1.098
C -4.625 -1.837 2.021 -1.284 0.307 -0.875 -0.745
C 2.824 2.685 -2.020 -2.409 0.018 0.235 -0.022
C 2.202 1.703 -1.156 1.891 0.392 -0.191 -0.267
C 1.778 0.136 0.187 0.403 0.407 0.724 -0.197
C 0.076 2.160 -2.234 1.769 1.252 0.365 0.091
C 0.566 0.436 -0.389 0.802 0.275 -0.673 -0.119
C 0.692 3.187 -2.943 1.478 -2.229 1.747 -0.121
C 2.299 -2.774 3.275 -0.381 -0.765 -0.761 -0.107
C 1.569 -3.139 2.143 0.559 2.321 -0.716 -0.053
C 2.927 -1.558 3.353 0.122 1.105 -0.438 -0.094
C 1.424 -2.181 1.079 0.285 -0.642 1.313 -0.006
C 2.775 -0.593 2.350 -0.176 -0.563 0.071 -0.016
C -1.468 -0.649 -1.226 -0.692 -0.678 0.178 -0.023
C -1.227 -0.201 1.177 0.542 0.019 -0.687 -0.007
C -2.660 -1.342 -0.986 0.597 0.695 0.331 0.005
C -2.423 -0.839 1.406 0.371 0.051 0.148 -0.453
C 1.984 -0.886 1.209 0.501 -0.925 1.093 -0.171
C -0.745 -0.137 -0.150 -0.422 0.195 0.086 -0.181
C -3.095 -1.399 0.328 -0.926 -0.698 -0.700 -0.276
N 0.877 1.422 -1.316 -1.701 0.765 -0.866 0.076
N -4.281 -2.024 0.699 1.267 0.433 0.625 0.103
C -0.182 4.061 -3.810 1.119 0.770 -0.229 -0.546
H 3.891 2.808 -1.908 0.069 0.321 -0.258 0.119
H -0.996 2.038 -2.232 0.067 -0.443 0.020 0.133
H 2.414 -3.514 4.046 0.087 -0.076 0.346 0.098
H 1.183 -4.130 2.143 -0.496 -0.510 -0.520 0.088
H 3.556 -1.316 4.193 0.037 -0.004 0.225 0.100
H 0.889 -2.455 0.167 0.105 0.147 0.312 0.115
H 3.298 0.359 2.513 -0.470 -0.331 -0.530 0.117
H -1.105 -0.588 -2.248 0.157 0.056 0.203 0.121
H -0.612 0.227 1.964 -0.218 -0.088 -0.024 0.134
H -3.244 -1.802 -1.774 0.092 0.064 -0.004 0.118
H -5.025 -2.192 0.054 -0.317 -0.158 -0.202 0.157


Record 3
43
Properties=species:S:1:pos:R:3:forces:R:3:lowdin_charge:R:1 method="wB97M-V/def2-TZVPD" max_force_ev_per_a=1.05 homo_energy_ev=-14.06 energy_ev=-100063.496 total_charge=+2 lumo_energy_ev=-7.169 homo_lumo_gap_ev=6.892
Y 0.237 -0.195 0.161 0.106 -0.233 -0.880 1.650
Br 6.696 -4.085 0.470 0.080 -0.076 0.007 0.850
C 5.443 -2.709 0.307 -0.042 0.045 -0.012 -0.682
C 4.093 -2.988 0.464 -0.065 0.118 -0.027 -0.097
C 3.171 -1.960 0.339 0.197 -0.298 0.073 -0.031
C 3.596 -0.666 0.077 -0.478 0.607 0.033 -0.244
C 4.947 -0.390 -0.089 0.152 -0.218 -0.027 0.000
C 5.870 -1.415 0.025 -0.056 0.072 -0.009 -0.081
N 2.569 0.346 0.004 0.349 -0.350 -0.083 -0.003
C 2.837 1.591 -0.012 -0.255 0.340 0.014 -0.033
C 1.765 2.612 -0.111 0.399 -0.322 0.019 -0.237
C 2.106 3.947 -0.064 -0.193 0.128 -0.056 0.031
C 1.096 4.900 -0.180 0.172 -0.003 0.025 0.013
C -0.206 4.473 -0.338 -0.108 -0.081 -0.013 -0.001
C -0.464 3.109 -0.364 0.008 0.036 0.003 -0.091
N 0.489 2.182 -0.252 0.136 0.166 -0.045 -0.010
H 3.771 -3.995 0.688 0.010 -0.006 -0.002 0.111
H 2.122 -2.213 0.478 -0.010 0.135 0.019 0.074
H 5.308 0.602 -0.325 -0.014 0.004 -0.006 0.116
H 6.923 -1.210 -0.110 0.007 -0.019 0.008 0.119
H 3.853 1.974 0.051 0.001 -0.024 0.018 0.136
H 3.140 4.240 0.055 0.003 0.001 -0.001 0.135
H 1.336 5.954 -0.150 -0.021 0.000 -0.001 0.135
H -1.024 5.172 -0.441 0.013 0.012 0.002 0.130
H -1.478 2.752 -0.487 -0.006 0.010 -0.003 0.110
N -2.240 0.078 0.468 0.041 -0.031 0.168 -0.026
C -2.394 0.055 1.960 -0.169 0.033 0.051 -0.114
C -1.230 -0.743 2.524 0.635 0.198 0.026 -0.583
O -1.341 -1.766 3.129 -0.094 -0.059 0.053 0.143
O -0.037 -0.210 2.146 -0.741 -0.369 0.642 -0.224
H -2.791 0.845 0.097 -0.010 0.013 -0.044 0.095
H -2.673 -0.761 0.086 -0.045 -0.015 -0.003 0.102
H -3.330 -0.392 2.283 -0.052 0.035 -0.087 0.137
H -2.338 1.083 2.315 0.013 -0.021 0.080 0.135
C -0.481 -4.229 0.704 0.072 0.003 -0.148 0.046
C -0.436 -3.488 -0.590 -0.189 0.173 0.214 -0.491
N -0.598 -4.122 -1.726 0.038 -0.032 0.016 0.250
O -0.279 -2.227 -0.586 0.120 0.111 -0.075 -0.170
H -0.602 -5.300 0.570 -0.023 0.004 0.034 0.102
H -1.299 -3.827 1.304 -0.002 -0.038 0.033 0.102
H 0.439 -4.031 1.256 0.006 -0.017 0.032 0.104
H -0.739 -5.120 -1.751 0.007 -0.002 -0.020 0.146
H -0.587 -3.614 -2.598 0.006 -0.028 -0.030 0.147


Record 4
61
Properties=species:S:1:pos:R:3:forces:R:3:lowdin_charge:R:1 method="wB97M-V/def2-TZVPD" max_force_ev_per_a=0.79 homo_energy_ev=-4.71 energy_ev=-47953.776 total_charge=-1 lumo_energy_ev=2.306 homo_lumo_gap_ev=7.019
N -4.092 7.239 2.770 0.071 -0.331 0.282 -0.232
P -4.666 5.930 3.414 0.415 0.393 -0.546 0.423
O -6.280 5.840 3.370 -0.202 -0.302 0.015 -0.217
O -4.417 5.905 5.029 0.095 -0.009 0.252 -0.230
P -3.900 3.959 2.587 -0.062 0.045 -0.178 0.477
N -3.740 4.707 0.900 0.492 0.018 0.281 -0.044
C -2.628 4.886 0.473 -0.305 -0.194 -0.055 -0.483
O -1.555 5.029 0.009 -0.003 0.140 -0.047 0.083
O -4.184 3.196 4.142 -0.032 0.101 -0.058 -0.377
C -4.177 1.809 3.923 -0.197 -0.036 -0.431 -0.301
C -2.960 1.607 3.059 0.475 0.500 0.206 -0.288
O -3.167 2.501 1.988 -0.114 -0.187 -0.091 -0.329
H -3.727 7.847 3.496 -0.107 0.212 -0.137 -0.060
H -6.500 4.912 3.191 -0.123 0.105 0.064 0.034
H -3.466 5.972 5.188 -0.141 -0.096 0.033 0.054
H -5.207 3.540 2.177 -0.045 0.029 0.016 0.027
H -2.604 4.454 2.963 -0.027 -0.073 0.104 0.039
H -5.047 1.548 3.297 -0.097 -0.271 0.258 0.104
H -4.197 1.225 4.844 0.057 0.213 0.169 0.112
H -2.769 0.582 2.736 -0.181 0.010 -0.303 0.103
H -2.084 1.964 3.621 0.082 -0.322 0.143 0.110
C 0.801 -3.612 1.657 0.009 0.021 -0.079 -0.110
C 1.594 -2.578 0.863 0.061 -0.057 0.043 -0.281
C 1.567 -1.179 1.473 0.015 0.042 -0.033 -0.227
C 0.179 -0.542 1.548 -0.043 0.004 0.023 -0.228
C -0.549 -0.432 0.210 -0.008 0.051 -0.024 -0.259
C 0.180 0.438 -0.810 -0.013 -0.068 0.008 -0.098
H -0.256 -3.350 1.714 -0.006 0.007 0.011 0.066
H 0.870 -4.598 1.193 0.001 -0.008 0.014 0.066
H 1.184 -3.694 2.676 -0.020 0.014 0.022 0.073
H 1.220 -2.540 -0.164 -0.001 0.002 -0.001 0.080
H 2.635 -2.908 0.794 0.000 -0.014 -0.025 0.098
H 2.232 -0.530 0.894 0.002 0.006 0.004 0.097
H 1.992 -1.220 2.481 -0.003 -0.015 0.007 0.109
H 0.277 0.460 1.976 -0.014 0.012 0.003 0.113
H -0.446 -1.105 2.247 0.007 -0.004 0.011 0.098
H -1.540 -0.009 0.391 -0.004 0.017 -0.003 0.101
H -0.714 -1.429 -0.211 -0.011 -0.010 0.016 0.097
H 0.322 1.449 -0.423 0.005 0.013 0.001 0.082
H -0.393 0.516 -1.735 -0.003 0.022 -0.004 0.071
H 1.162 0.030 -1.063 0.008 -0.001 0.000 0.048
C 4.353 -1.586 -2.103 -0.023 0.054 -0.042 -0.100
C 3.365 -1.463 -3.260 0.000 -0.003 0.074 -0.262
C 2.431 -2.664 -3.391 -0.019 0.004 -0.019 -0.223
C 3.130 -3.997 -3.665 0.002 0.000 0.022 -0.229
C 4.004 -4.017 -4.918 -0.039 -0.030 -0.040 -0.273
C 3.229 -3.756 -6.206 0.071 0.008 0.028 -0.114
H 5.022 -2.439 -2.227 -0.003 -0.008 -0.002 0.065
H 4.973 -0.691 -2.025 0.006 0.000 0.018 0.071
H 3.824 -1.708 -1.156 0.002 -0.025 0.009 0.058
H 3.912 -1.305 -4.194 -0.014 -0.009 -0.019 0.097
H 2.755 -0.569 -3.112 0.007 0.017 -0.009 0.099
H 1.702 -2.463 -4.181 -0.001 -0.010 -0.003 0.103
H 1.851 -2.762 -2.468 -0.001 0.016 0.003 0.095
H 2.367 -4.776 -3.754 0.002 -0.012 -0.008 0.109
H 3.741 -4.273 -2.801 -0.003 0.008 0.009 0.100
H 4.491 -4.993 -4.986 0.019 0.002 -0.003 0.102
H 4.810 -3.283 -4.823 0.006 0.005 0.018 0.097
H 2.437 -4.496 -6.338 -0.026 0.010 0.003 0.073
H 3.885 -3.810 -7.076 -0.010 -0.008 -0.012 0.066
H 2.767 -2.768 -6.205 -0.011 0.005 0.002 0.065


Record 5
33
Properties=species:S:1:pos:R:3:forces:R:3:lowdin_charge:R:1 method="wB97M-V/def2-TZVPD" max_force_ev_per_a=1.86 homo_energy_ev=-9.73 energy_ev=-19300.237 smiles="CC(C)N(C)C=O.O.O.O.O.O" total_charge=0 lumo_energy_ev=-0.027 homo_lumo_gap_ev=9.703
C 1.581 0.809 -1.808 0.853 -0.020 0.096 -0.294
N 0.596 -0.062 -1.518 0.318 0.344 0.074 -0.127
C 0.457 -1.268 -2.316 -1.138 0.063 0.488 -0.027
C -0.541 1.417 0.085 0.868 0.875 -0.033 -0.043
C -0.084 0.012 -0.221 -0.623 -1.756 -0.019 -0.380
C 0.625 -0.724 0.949 -0.722 0.796 -0.706 -0.016
O 2.259 1.422 -0.999 -0.512 0.265 0.009 0.022
H 1.782 0.969 -2.871 0.018 -0.401 -0.323 0.143
H 1.208 -1.299 -3.095 0.064 -0.214 -0.022 0.094
H 0.481 -2.127 -1.643 0.727 -0.127 -0.113 0.090
H -0.551 -1.346 -2.724 -0.025 0.309 -0.452 0.082
H -1.405 1.470 0.708 -0.266 -0.289 0.926 0.065
H 0.314 1.955 0.489 -0.211 0.080 0.573 0.075
H -0.832 2.080 -0.733 0.217 -0.439 -0.488 0.086
H -0.904 -0.706 -0.347 -0.577 0.627 -0.388 0.121
H -0.139 -1.015 1.672 0.098 0.427 0.254 0.067
H 1.350 -0.030 1.367 0.468 -0.619 0.273 0.074
H 0.948 -1.686 0.546 0.700 0.223 0.078 0.070
H -3.923 0.616 -0.225 0.274 0.146 -0.031 0.053
H -4.240 0.167 1.170 0.126 0.054 0.049 0.059
O -3.485 0.306 0.581 -0.710 -0.115 -0.030 -0.055
H -1.530 1.157 -1.959 -0.178 -0.278 -0.005 0.000
H -2.542 0.046 -1.618 0.290 -0.111 0.109 0.009
O -2.365 0.759 -2.234 -0.444 0.112 -0.504 -0.046
H 3.779 -1.281 1.464 -0.128 -0.082 -0.014 0.031
H 2.617 -2.278 1.489 -0.076 0.118 -0.012 -0.005
O 3.514 -2.144 1.799 0.319 -0.049 0.074 -0.052
H -2.588 -0.733 3.287 0.318 -0.228 0.161 0.046
H -2.801 -1.241 1.903 0.381 -0.250 -0.068 0.003
O -2.300 -1.452 2.706 -0.571 0.438 -0.110 -0.058
H 3.507 1.914 1.883 -0.238 0.037 -0.285 0.031
H 2.465 1.913 0.703 0.495 0.074 0.080 -0.035
O 2.746 2.378 1.511 -0.114 -0.009 0.359 -0.082


Record 6
12
Properties=species:S:1:pos:R:3:forces:R:3:lowdin_charge:R:1 method="wB97M-V/def2-TZVPD" max_force_ev_per_a=2.54 homo_energy_ev="-12.63 / -14.06" energy_ev=-32188.858 total_charge=+1 lumo_energy_ev="-3.772 / -7.617" homo_lumo_gap_ev="8.858 / 6.439" spin_multiplicity=8
Gd 2.084 0.822 0.899 -2.352 -0.922 -0.252 1.784
O 0.171 -0.353 1.457 0.091 1.111 -0.771 -0.268
O -1.875 0.576 0.631 0.795 -0.200 -0.352 0.136
C -2.886 -0.103 -0.070 0.202 0.148 -0.818 -0.104
C -2.121 -1.041 -1.004 0.073 -0.519 0.012 -0.117
O -0.937 -1.308 -0.281 -0.200 0.825 0.162 0.037
C -0.511 -0.103 0.328 1.761 -1.076 0.245 -0.869
H -3.513 -0.685 0.630 0.251 0.248 0.040 0.172
H -3.520 0.601 -0.634 0.109 0.043 0.566 0.157
H -1.876 -0.541 -1.955 -0.148 -0.051 0.224 0.151
H -2.643 -1.986 -1.194 0.210 0.286 0.014 0.148
O 0.218 0.667 -0.517 -0.793 0.107 0.931 -0.225